ORCA calculation (the ωB97M-V functional and the def2-TZVPD basis) on a molecular structure, C13H13BF4N4O4SbScSe4 in a non-equilibrium geometry.

```
45
Properties=species:S:1:pos:R:3:lowdin_charge:R:1
Sc 0.14000 -3.66154 0.55068 0.2797
Se 2.93247 -4.92618 6.46361 -0.3879
Sb 2.19723 -3.00741 5.24981 0.0995
Se 2.48538 -3.81706 -0.03598 -0.1360
Se 1.14376 -3.62913 2.89400 -0.1012
Se -0.37364 -3.18421 4.86066 -0.1676
O -2.42474 -0.93301 -0.25003 0.0702
N -1.68493 -1.85311 -0.02347 -0.5320
O -0.75796 -2.21496 -0.84322 -0.1136
O -1.72820 -2.54076 1.03763 -0.0783
F -3.08314 -5.49070 0.03657 0.1458
B -1.78834 -5.88006 0.31740 -1.2150
F -0.88616 -5.19170 -0.62631 -0.0014
F -1.61697 -7.24013 0.20443 0.1539
F -1.33475 -5.37613 1.55542 0.0726
C 0.54343 0.79287 -4.40696 -0.0530
C 0.18621 1.70402 -3.26619 -0.2783
C 0.71508 2.97996 -3.15321 -0.0586
C 0.42779 3.78638 -2.05793 -0.0423
C -0.41474 3.33306 -1.05440 -0.2634
N -0.62582 4.18551 0.05934 0.1236
C -1.17874 3.90185 1.29961 -0.5407
O -1.82820 4.74537 1.89633 0.0363
N -0.93496 2.66204 1.82712 0.1412
C 0.10813 1.74762 1.52797 -0.2393
C 1.34261 2.12131 1.02279 -0.0279
C 2.24364 1.11865 0.70277 -0.0432
C 1.88587 -0.21049 0.87769 -0.1335
N 0.70356 -0.55942 1.38551 0.0743
C -0.14408 0.39525 1.73045 -0.0809
C -0.99727 2.07454 -1.18270 -0.0125
C -0.68260 1.27269 -2.26374 -0.0123
H 1.10647 1.32282 -5.17680 0.0666
H -0.34925 0.36884 -4.86933 0.0776
H 1.15180 -0.04444 -4.05940 0.0877
H 1.39154 3.34829 -3.91719 0.1022
H 0.89012 4.76370 -1.97015 0.1052
H -0.66832 5.17070 -0.13930 0.1389
H -1.53838 2.42807 2.59819 0.1520
H 1.58420 3.16425 0.86708 0.1133
H 3.21503 1.36991 0.29685 0.1012
H 2.53108 -1.04295 0.61157 0.0328
H -1.08904 0.07182 2.16143 0.1256
H -1.67911 1.69245 -0.43602 0.1101
H -1.11604 0.28142 -2.30262 0.1085
```

The net charge is -2. Its HOMO energy is -1.84 eV. The value obtained for the energy is -328023.983 eV. The calculation puts the energy relative to the best compared isomer or geometry (same formula, charge and spin) at 2.180 eV. The value obtained for the strongest force on any atom is 1.3 eV Å⁻¹. Its LUMO energy is 3.838 eV.